Computed, not measured: a molecular structure, C17H32Cl16O7PSn2 at a distorted geometry, with the ωB97M-V functional and the def2-TZVPD basis.

Positions of all 75 atoms, in Å:
Sn  -0.379  -0.366  -0.134
Sn  2.134  -3.100  2.564
P  3.087  -1.056  -0.045
O  2.231  -1.274  -1.336
O  2.267  -0.596  1.197
O  4.301  -0.327  -0.687
O  3.615  -2.499  0.040
C  -1.268  -2.438  2.507
O  -0.664  -2.756  3.541
O  -1.952  -1.431  2.252
O  -0.760  -2.866  1.514
Cl  -3.475  0.972  -0.421
C  -5.209  1.187  -0.441
C  -5.762  1.250  0.949
Cl  -5.650  2.897  1.618
H  -5.675  0.386  -1.015
H  -5.306  2.152  -0.938
H  -5.174  0.562  1.557
H  -6.763  0.839  1.086
Cl  -0.563  -0.319  -3.870
C  0.430  -1.467  -4.801
C  1.885  -1.055  -4.877
Cl  2.179  0.365  -6.019
H  0.010  -1.580  -5.801
H  0.350  -2.439  -4.314
H  2.420  -1.876  -5.353
H  2.282  -0.789  -3.898
Cl  -2.842  -2.476  -1.603
C  -3.704  -3.668  -0.457
C  -4.668  -2.946  0.389
Cl  -6.062  -2.386  -0.565
H  -2.928  -4.136  0.149
H  -4.249  -4.419  -1.028
H  -4.199  -2.100  0.891
H  -5.009  -3.570  1.215
Cl  -2.510  3.111  4.487
C  -2.100  1.443  3.904
C  -0.716  0.930  4.381
Cl  0.701  1.816  3.824
H  -2.201  1.438  2.819
H  -2.879  0.779  4.278
H  -0.532  -0.084  4.027
H  -0.595  0.841  5.460
Cl  1.577  2.183  -1.596
C  3.071  2.134  -2.635
C  4.272  2.815  -1.966
Cl  4.037  4.635  -1.792
H  2.798  2.473  -3.635
H  3.298  1.069  -2.692
H  5.088  2.593  -2.654
H  4.481  2.352  -1.002
Cl  0.136  -5.691  -2.201
C  1.719  -4.902  -2.225
C  2.817  -5.503  -1.390
Cl  2.404  -5.829  0.332
H  1.610  -3.829  -2.065
H  2.108  -4.876  -3.243
H  3.703  -4.868  -1.415
H  3.088  -6.409  -1.931
Cl  5.711  1.307  3.836
C  4.434  1.192  2.557
C  4.094  2.543  1.802
Cl  3.582  3.716  3.016
H  3.549  0.702  2.961
H  4.888  0.559  1.794
H  3.240  2.268  1.182
H  4.905  3.015  1.249
Cl  -2.892  6.769  0.817
C  -1.660  5.528  1.250
C  -1.979  4.286  0.397
Cl  -0.666  2.991  0.702
H  -1.813  5.425  2.324
H  -0.697  5.964  0.987
H  -2.112  4.574  -0.646
H  -2.884  3.867  0.837

Properties
Calculated total energy = -253792.690 eV
Highest occupied orbital energy = -4.81 eV
Charge = -1
Frontier orbital gap = 5.187 eV